Entry from the Open Molecules 2025 dataset: a molecular structure, C53H47AsCrN3S2 (ωB97M-V/def2-TZVPD).

Computed properties:
Spin multiplicity: 2
Energy above the lowest of the compared OMol25 structures with the same formula, charge and spin (eV): 1.0985
Molar mass (g mol⁻¹): 917.03
Frontier orbital gap (spin up / spin down) (eV): 6.9747 / 7.3457
Highest occupied orbital energy (spin up / spin down) (Eh): -0.4791 / -0.4796
Total charge: +2

```
107
C53H47AsCrN3S2 ωB97M-V/def2-TZVPD
H -0.36 1.93 0.20
C 0.77 4.26 3.81
C -0.39 -2.65 2.59
H -0.36 -4.19 4.07
H -0.65 -0.61 -2.40
H 2.36 -1.76 -6.07
C 3.77 -3.14 -0.37
C 4.32 -5.48 -0.36
As 1.10 -2.00 -0.43
H 4.06 -2.10 -0.49
C 2.65 -0.98 -2.79
H -1.86 0.33 -1.80
H 2.67 -6.82 -0.08
C -3.32 1.37 0.35
H -5.90 4.43 -2.86
C 0.14 2.11 -0.75
H 1.98 5.77 4.72
H -2.66 -3.75 4.85
C 1.06 -2.46 -4.53
C 2.50 -0.54 4.18
C -3.09 -0.28 1.83
H -1.65 3.75 -2.61
H 5.76 -3.91 -0.61
C 2.93 -1.00 -4.15
H 0.21 0.21 3.05
C -2.97 -2.14 3.49
C 4.72 -4.15 -0.45
H 3.76 -0.43 -4.54
H 1.97 4.49 -2.29
C 0.77 3.06 3.11
H -5.96 3.99 -0.69
C 1.98 2.44 2.83
H -4.45 5.78 -1.24
C 2.99 -5.79 -0.15
C 3.19 3.00 3.21
N -2.50 0.38 0.84
C 1.28 2.68 -3.20
H -5.29 2.90 -3.49
H 4.11 4.66 4.18
H 5.70 -2.13 2.71
H -2.51 4.28 -4.05
H -3.00 -5.09 -0.51
H -4.81 4.43 -4.24
C 2.95 -0.18 2.92
C 0.78 -2.47 -3.17
N -0.88 0.06 -1.66
C -1.12 -1.64 1.98
C -0.04 1.23 -1.81
H 0.45 -3.03 -5.22
C 4.11 -0.74 2.39
H 3.25 -0.37 -2.12
N 0.45 0.35 2.08
C 1.60 -1.73 -2.29
C -4.55 1.49 1.03
C 2.14 -1.74 -5.01
C -4.04 3.14 -1.15
H 2.86 -1.78 5.89
H 5.05 -6.26 -0.47
C -2.58 3.63 -3.18
C 3.21 -1.49 4.91
C 1.44 3.57 -2.15
H -0.16 4.74 4.05
C -3.62 5.47 -1.86
C -1.34 -3.75 -0.42
C 0.88 3.27 -0.92
C 0.56 1.51 -3.04
C 4.34 -2.07 4.37
C -2.23 -3.15 4.06
H 0.62 -2.87 2.25
C -5.48 2.45 0.68
C 4.80 -1.69 3.12
H -6.39 2.56 1.25
H -3.54 6.15 -2.70
H 1.60 -0.10 4.58
C 3.17 4.21 3.89
C -5.03 3.94 -3.29
H -2.66 2.61 -3.54
C -3.81 4.03 -2.36
H -2.71 5.54 -1.27
H -0.16 2.61 2.79
S -4.65 0.29 2.29
C -0.94 -3.40 3.62
C -0.30 -3.21 -2.53
C -2.41 -1.37 2.46
H 1.70 2.91 -4.16
H 4.12 2.51 2.98
H 0.98 3.96 -0.09
H -2.16 2.19 -1.27
S 1.96 0.90 1.87
C -0.35 -3.09 -1.13
H -3.98 -1.93 3.82
H 4.45 -0.44 1.41
C 2.04 -4.78 -0.04
C 1.97 4.83 4.19
C -3.09 2.22 -0.74
H -2.91 -5.32 -2.96
H -1.22 -4.11 -4.26
H 4.87 -2.83 4.92
H 0.43 0.84 -3.87
H -1.39 -3.67 0.66
C -5.23 3.26 -0.41
C -1.24 -4.01 -3.19
C 2.43 -3.46 -0.18
Cr -0.56 -0.37 0.53
C -2.25 -4.56 -1.07
C -2.20 -4.69 -2.45
H 1.00 -5.04 0.12
```

=====

Entry from the Open Molecules 2025 dataset: a single C6H7NS molecule (ωB97M-V/def2-TZVPD).

Computed properties:
Energy above the lowest of the compared OMol25 structures with the same formula, charge and spin (eV): 2.9111
Molar mass (g mol⁻¹): 125.20
Frontier orbital gap (eV): 7.9720
Highest occupied orbital energy (Eh): -0.2986
Total charge: 0

```
15
C6H7NS ωB97M-V/def2-TZVPD
H 0.30 -3.04 -1.05
C -0.65 -1.18 0.15
H -0.53 2.36 -0.17
H -2.06 1.42 0.45
H 0.92 1.56 1.45
C -0.14 0.16 0.08
N 0.79 0.34 -1.01
C 0.28 -1.95 -0.58
H -0.42 0.82 2.35
C 0.00 1.04 1.37
H 1.79 -1.19 -2.01
C -0.88 1.47 0.29
C 1.08 -1.07 -1.21
S -2.04 -1.84 0.82
H 1.56 1.10 -0.95
```

=====

Number 1: strongest force on any atom 1.7 eV/Å. Number 2: strongest force on any atom 4.8 eV/Å.